The following is a DFT calculation (ωB97M-V/def2-TZVPD) of 10 unconnected molecules or ions with the total composition C6H31NO10 in a non-equilibrium geometry.

Element x y z (Å)
C: -2.57135 -1.85339 -0.44455
C: -2.93323 -0.37163 -0.28701
C: -1.86343 0.59817 0.23540
C: -0.83055 0.88638 -0.80366
C: -1.46416 1.79683 -1.86331
N: 0.31496 1.59205 -0.12125
C: 1.46749 0.91443 0.04211
O: 1.41249 -0.32015 -0.22154
H: -1.77989 -1.97044 -1.14883
H: -3.49693 -2.33164 -0.72866
H: -2.23547 -2.25755 0.48873
H: -3.37926 -0.09068 -1.25384
H: -3.84129 -0.36033 0.27176
H: -1.32028 0.24680 1.13779
H: -2.43698 1.50730 0.52641
H: -0.44414 -0.01540 -1.28212
H: -1.90498 2.74831 -1.42211
H: -2.30789 1.41387 -2.41590
H: -0.70094 2.16033 -2.59057
H: 0.13085 2.57162 -0.08495
H: 2.37434 1.36350 0.38512
O: -0.78507 -1.26364 -3.32472
H: -0.87836 -2.16958 -3.59770
H: -1.37216 -0.67169 -2.86348
O: 1.89274 0.96196 -2.65971
H: 1.16824 0.63539 -3.20748
H: 2.04617 0.30279 -1.97385
O: 2.33925 2.40953 2.03441
H: 1.45458 2.16557 2.35196
H: 3.03608 1.86631 2.42135
O: 0.07007 -2.97351 -0.94812
H: 0.30488 -2.06566 -0.68664
H: -0.38981 -3.01867 -1.78187
O: 4.02164 -0.00298 0.22096
H: 4.03302 -0.95598 0.09930
H: 4.18129 0.46765 -0.60256
O: -0.60315 2.91379 2.11568
H: -0.68760 3.86178 2.36498
H: -1.50959 2.65677 2.31155
O: 2.88086 -3.31547 0.61632
H: 2.31259 -4.03841 0.91233
H: 2.23830 -2.66959 0.29747
O: 1.44644 -1.73975 2.50974
H: 1.37715 -1.23111 1.68507
H: 2.40570 -1.91540 2.62265
O: -0.83646 0.83668 3.70775
H: -0.64165 -0.12159 3.68686
H: -1.69452 0.84642 3.26870

## Properties
Orbital gap ... 10.0 eV
Spin multiplicity ... 1
LUMO energy ... 0.14 eV
Charge ... 0
SMILES ... CCC[C@@H](C)NC=O.O.O.O.O.O.O.O.O.O

Löwdin population analysis, charges in e, atoms 1 to 2:
1. C -0.086
2. C -0.236



The following is a DFT calculation (ωB97M-V/def2-TZVPD) of 11 unconnected molecules or ions with the total composition C6H34O11 in a non-equilibrium geometry.

Element x y z (Å)
C: 0.42120 -0.73983 1.94587
C: -0.89505 -0.55239 1.14161
C: -1.54285 0.85523 1.32772
O: -0.63809 -0.64910 -0.21594
H: 0.11792 -0.79007 2.99162
H: 1.12825 0.07515 1.79098
H: 0.92864 -1.66843 1.68453
H: -1.63056 -1.31821 1.38789
H: -1.28378 1.61433 0.58965
H: -1.45493 1.22374 2.34976
H: -2.62761 0.77293 1.25969
H: -0.04196 0.05271 -0.48740
C: 2.31939 -4.07131 -2.83684
C: 0.83022 -4.17760 -2.91261
C: 0.10067 -2.85655 -3.14586
O: 0.40300 -5.04933 -3.90346
H: 2.81752 -3.20903 -2.39363
H: 2.64724 -4.05215 -3.87619
H: 2.73174 -5.01833 -2.48869
H: 0.64515 -4.59529 -1.92297
H: 0.38970 -2.04669 -2.47601
H: -0.96643 -2.96480 -2.95175
H: 0.27360 -2.43214 -4.13483
H: -0.54400 -4.89450 -3.87487
O: 3.73376 0.74791 0.54527
H: 4.30055 1.46276 0.25551
H: 2.95693 1.18429 0.89506
O: -3.52031 -0.13505 -1.27844
H: -2.76974 -0.52036 -0.82634
H: -4.28341 -0.52524 -0.85222
O: 0.70783 2.41217 4.03283
H: -0.05280 2.63848 3.49761
H: 1.36374 3.07243 3.80906
O: -6.15576 0.71699 1.42178
H: -5.63326 1.51405 1.33284
H: -5.52606 0.00406 1.31484
O: 1.48955 3.38941 0.29623
H: 0.68538 3.81636 0.59159
H: 2.08054 3.44503 1.04714
O: 2.78240 0.49817 4.28951
H: 2.09970 1.16552 4.35879
H: 3.56280 0.91429 4.65566
O: 1.13383 1.11247 -1.09983
H: 1.15887 1.94426 -0.62682
H: 2.05375 0.88982 -1.24264
O: -0.83022 4.50310 0.96614
H: -1.02891 5.40899 1.20300
H: -1.47101 4.28602 0.28902
O: -1.08345 1.12217 -2.83701
H: -0.29828 1.08019 -2.29113
H: -1.58528 0.34354 -2.59590

## Properties
Orbital gap ... 9.2 eV
Spin multiplicity ... 1
LUMO energy ... -0.53 eV
Charge ... 0
SMILES ... CC(C)O.CC(C)O.O.O.O.O.O.O.O.O.O

Löwdin population analysis, charges in e, atoms 1 to 2:
1. C -0.028
2. C -0.454



The following is a DFT calculation (ωB97M-V/def2-TZVPD) of 10 unconnected molecules or ions with the total composition C6H35N2O9 in a non-equilibrium geometry.

Element x y z (Å)
N: 1.34430 1.33540 -0.17456
C: 0.62483 1.37770 -1.49244
C: 0.44111 2.83019 -1.87120
C: -0.80214 0.75784 -1.26052
N: -0.67177 -0.25152 -0.16785
C: -0.48547 -1.60197 -0.75734
C: -1.69813 -2.20696 -1.45208
C: -2.66848 -2.98159 -0.54749
H: 2.28557 1.70960 -0.24104
H: 1.34621 0.37407 0.20934
H: 0.89645 1.81583 0.61379
H: 1.25653 0.70870 -2.07071
H: -0.19952 3.30305 -1.12534
H: 1.36024 3.41078 -1.72481
H: 0.12174 2.96026 -2.89403
H: -1.27939 0.40022 -2.16636
H: -1.46266 1.53351 -0.91764
H: -1.56526 -0.24721 0.31675
H: 0.31655 -1.55514 -1.49540
H: -0.18506 -2.25440 0.06761
H: -1.36889 -2.76677 -2.32765
H: -2.36029 -1.46266 -1.91010
H: -2.20979 -3.80859 -0.01294
H: -3.15172 -2.30610 0.16825
H: -3.51585 -3.23633 -1.18301
H: 1.00859 -1.73836 3.31700
H: 0.00895 -2.81344 3.67275
O: 0.81199 -2.66967 3.15967
H: 0.26662 -0.35909 -3.40222
H: 0.70839 -0.06051 -4.76089
O: -0.11745 -0.19385 -4.27193
H: -3.10472 -1.60925 2.07678
H: -3.47439 -0.99401 3.36627
O: -2.68761 -1.16008 2.82584
H: -3.69401 2.29440 -2.41881
H: -4.16014 1.01765 -1.54283
O: -3.43427 1.49883 -1.95470
H: 1.63196 -1.61708 0.71900
H: 3.12060 -1.20392 1.27712
O: 2.34781 -0.97142 0.75716
H: 2.48345 1.17110 2.18662
H: 2.99779 2.49982 2.21866
O: 3.16489 1.68215 1.72636
H: 0.56655 3.90503 2.46330
H: 0.21979 2.31920 2.42910
O: 0.82286 3.02515 2.17425
H: -0.95366 -0.22945 4.10340
H: -0.99892 0.21123 2.64984
O: -0.43440 0.21905 3.42940
H: 2.99925 -0.58828 -0.96640
H: 3.61488 -1.72074 -1.88560
O: 3.17903 -0.86575 -1.87586

## Properties
Orbital gap ... 10.2 eV
Spin multiplicity ... 1
LUMO energy ... -2.63 eV
Charge ... +1

Löwdin population analysis, charges in e, atoms 1 to 2:
1. N 0.153
2. C -0.294



The following is a DFT calculation (ωB97M-V/def2-TZVPD) of 11 unconnected molecules or ions with the total composition C6H35NO10S in a non-equilibrium geometry.

Element x y z (Å)
C: 0.42190 -1.28853 -2.62583
C: 0.48034 -0.53485 -1.27678
C: 0.81552 0.90780 -1.65020
N: -0.78148 -0.76382 -0.55517
C: -0.35265 -1.03934 0.85152
C: -1.55536 -1.24225 1.80928
C: -2.06949 0.10469 2.27757
S: -3.52941 0.78725 1.43140
H: 0.89640 -2.26293 -2.51994
H: -0.59244 -1.53362 -2.94794
H: 0.96075 -0.76188 -3.40968
H: 1.36720 -0.98441 -0.82064
H: 1.61911 0.93439 -2.38897
H: 1.20796 1.51830 -0.83467
H: -0.04531 1.23698 -2.24513
H: -1.40243 0.04391 -0.56405
H: 0.15339 -0.11527 1.14890
H: 0.24623 -1.93489 0.82484
H: -1.01744 -1.71267 2.64242
H: -2.21648 -1.98836 1.37860
H: -1.25912 0.80152 2.08335
H: -2.36681 0.11438 3.32177
H: -4.27761 -0.31486 1.27543
O: 0.93609 3.74410 1.37258
H: 0.97455 3.95337 2.31020
H: 1.42241 2.91632 1.26784
O: -1.28261 2.71679 0.10797
H: -0.52153 3.13013 0.57900
H: -2.05225 3.21582 0.39387
O: 1.74530 -2.57874 2.64964
H: 0.98977 -2.51762 2.06884
H: 2.46691 -2.23738 2.12021
O: 1.08719 4.17973 -2.19715
H: 1.73528 4.56015 -1.60947
H: 0.64675 3.37662 -1.92165
O: -2.75372 -2.78638 -1.08549
H: -2.36475 -1.89833 -0.99135
H: -3.37752 -2.87714 -0.36400
O: 3.58881 -0.02619 0.76472
H: 3.27890 -0.60275 1.46583
H: 4.31005 -0.59689 0.46807
O: 2.83892 -2.53306 0.00938
H: 1.90211 -2.42829 -0.14936
H: 3.10049 -3.37257 -0.37797
O: -2.33844 1.10894 -3.18428
H: -2.90597 1.51782 -2.53507
H: -2.07632 0.20360 -3.02608
O: 1.31924 -4.24629 -1.77689
H: 0.93361 -5.10707 -1.56869
H: 0.55175 -3.81549 -2.17060
O: 3.14416 2.52308 1.56093
H: 3.78866 3.22007 1.40599
H: 3.59209 1.71641 1.22847

## Properties
Orbital gap ... 9.4 eV
Spin multiplicity ... 1
LUMO energy ... 0.16 eV
Charge ... 0
SMILES ... CC(C)NCCCS.O.O.O.O.O.O.O.O.O.O

Löwdin population analysis, charges in e, atoms 1 to 2:
1. C -0.040
2. C -0.421



HOMO energy values, unit Eh, following the record order: -0.361; -0.359; -0.472; -0.339.
Energy above the lowest of the compared OMol25 structures with the same formula, charge and spin values, unit eV, following the record order: 2.599; 2.690; 2.579; 3.051.